(1)
# C6H8N2

A single C6H8N2 molecule (ωB97M-V/def2-TZVPD, OMol25).

The calculated total energy comes out at -9326.2213 eV. The lowest unoccupied orbital energy is 0.97 eV.

The geometry in ORCA input format:
```
! wB97M-V def2-TZVPD RIJCOSX def2/J DEFGRID3
* xyz 0 1
C -1.19793 -0.96400 -1.38092
C -0.18806 -1.01487 -0.49547
C -0.05224 0.46980 -0.24869
N 0.64444 1.05352 0.68802
C 1.81974 0.20955 1.32281
C 0.62835 0.71441 2.15645
N -0.82236 1.20878 -0.90348
C -1.51183 0.31388 -1.82070
H -1.44866 -1.99441 -2.09274
H 0.41700 -2.12591 -0.46994
H 2.92893 0.57695 1.27426
H 1.64517 -0.99965 1.08965
H 0.95766 1.51010 3.00750
H 0.10503 -0.14066 2.36414
H -2.59760 0.55765 -1.69512
H -1.32762 0.62486 -2.79577
*
```

These are the Mulliken partial charges, in e, on atoms 1 to 6:
1 C -0.24
2 C -0.16
3 C 0.62
4 N -0.34
5 C -0.36
6 C -0.42

=====

(2)
# C6H8N2

A single C6H8N2 molecule (ωB97M-V/def2-TZVPD, OMol25).

The calculated total energy comes out at -9327.1047 eV. The lowest unoccupied orbital energy is 0.98 eV.

The geometry in ORCA input format:
```
! wB97M-V def2-TZVPD RIJCOSX def2/J DEFGRID3
* xyz 0 1
C -2.94472 3.08218 -0.53062
C -2.02271 2.29333 -0.28638
C -0.83532 1.33863 -0.21765
N -1.33223 -0.09099 -0.29384
C -0.52065 -0.97847 0.01792
N 0.92640 -0.70106 0.13238
C 2.01747 -1.50904 -0.36480
C 1.59919 -1.55085 1.09383
H -3.56401 3.97398 -0.66713
H -0.18337 1.54534 0.63276
H -0.31077 1.52336 -1.12538
H -0.77211 -2.04475 -0.09426
H 1.69871 -2.34989 -1.02430
H 3.02765 -1.10761 -0.64560
H 2.26064 -1.05521 1.83861
H 0.95584 -2.36894 1.53445
*
```

These are the Mulliken partial charges, in e, on atoms 1 to 6:
1 C 0.02
2 C -0.47
3 C -0.37
4 N -0.42
5 C -0.07
6 N -0.17

=====

(3)
# C6H8N2

A 2-piece molecular cluster, C6H8N2 overall (ωB97M-V/def2-TZVPD, OMol25).

The calculated total energy comes out at -9330.7905 eV. The lowest unoccupied orbital energy is 0.94 eV.

The geometry in ORCA input format:
```
! wB97M-V def2-TZVPD RIJCOSX def2/J DEFGRID3
* xyz 0 1
C 1.82695 -1.72032 -0.30534
C 2.08929 -0.41131 0.06676
C 1.18896 0.57106 -0.31340
N 0.08418 0.32345 -1.00185
C -0.16008 -0.92759 -1.35305
C 0.67993 -1.98558 -1.03724
H 2.50198 -2.51774 -0.02897
H 2.96846 -0.16079 0.64055
H 1.35697 1.60910 -0.05218
H -1.07551 -1.07927 -1.90905
H 0.44234 -2.98918 -1.35380
C -2.61594 1.99986 1.61614
N -2.35430 1.42321 0.54391
H -1.89518 2.43531 2.32196
H -3.65950 2.09560 1.89462
H -1.37853 1.33419 0.27095
*
```

These are the Mulliken partial charges, in e, on atoms 1 to 6:
1 C -0.17
2 C -0.43
3 C -0.04
4 N -0.60
5 C -0.18
6 C -0.42

=====

(4)
# C6H8N2

A 3-piece molecular cluster, C6H8N2 overall (ωB97M-V/def2-TZVPD, OMol25).

The calculated total energy comes out at -9322.0585 eV. The lowest unoccupied orbital energy is -0.15 eV.

The geometry in ORCA input format:
```
! wB97M-V def2-TZVPD RIJCOSX def2/J DEFGRID3
* xyz 0 1
C 1.91915 -1.00538 0.05059
C 0.45724 -0.54389 -0.34555
C -2.23483 -0.20637 0.60020
C -1.47909 0.54048 -0.49455
C -0.02383 0.70528 -0.35338
C 0.81454 1.71066 -0.16258
H 2.74663 -1.76965 -1.15032
H 1.77424 -2.27987 1.06590
H 2.52234 -0.19419 0.76607
H -3.30954 0.08170 0.92843
H -1.39848 -0.33761 1.28303
H -1.89730 1.46690 -0.97529
H 0.48822 2.91952 -0.33249
H 1.90312 1.39239 0.22528
N -0.46709 -1.51087 -0.45704
N -1.81532 -0.96909 -0.64828
*
```

These are the Mulliken partial charges, in e, on atoms 1 to 6:
1 C -0.95
2 C 0.41
3 C -0.47
4 C -0.11
5 C 0.61
6 C -0.69

=====

(5)
# C6H8N2

A single C6H8N2 molecule (ωB97M-V/def2-TZVPD, OMol25).

The calculated total energy comes out at -9324.6183 eV. The lowest unoccupied orbital energy (spin up / spin down) is -0.64 / 0.58 eV.

The geometry in ORCA input format:
```
! wB97M-V def2-TZVPD RIJCOSX def2/J DEFGRID3
* xyz 0 1
C 1.54990 0.86884 -3.76143
C 0.62281 0.78882 -3.00856
C -0.47567 0.57523 -2.20702
C -0.97301 0.03283 -1.17515
C -0.10470 -0.96465 -0.19109
C -0.58591 0.34540 1.93114
N 1.35517 0.69270 0.61074
N 0.42817 -0.22308 0.88879
H 2.29240 1.02099 -4.48321
H 1.84905 0.41130 -0.24701
H -1.90903 0.40459 -0.79087
H -0.66527 -1.81738 0.04375
H 0.63444 -1.26531 -0.88386
H -0.97092 1.37941 1.72154
H -1.29333 -0.43169 2.16003
H 0.14577 0.37139 2.69540
*
```

These are the Mulliken partial charges, in e, on atoms 1 to 6:
1 C 0.20
2 C -0.21
3 C -0.45
4 C -0.22
5 C -1.05
6 C -0.85

=====

(6)
# C6H8N2

C6H8N2 as an isolated structure (ωB97M-V/def2-TZVPD, OMol25).

The calculated total energy comes out at -9325.4516 eV. The lowest unoccupied orbital energy is 0.93 eV.

The geometry in ORCA input format:
```
! wB97M-V def2-TZVPD RIJCOSX def2/J DEFGRID3
* xyz 0 1
C 1.88605 -0.19997 0.51959
C 1.30929 0.95689 -0.25434
C -0.27560 0.65147 -0.11876
C -1.44237 1.00082 -0.01657
C -2.28996 -0.22013 0.03024
C -0.20338 -0.96337 -0.03625
H 1.32616 -0.35887 1.68188
H 3.16237 -0.51678 0.51550
H 2.04838 2.12415 -0.09052
H 1.53655 0.83337 -1.32412
H -2.15327 1.89527 0.05108
H -2.82901 -0.06135 -0.96348
H -3.14855 -0.37559 0.82705
H 1.32966 -2.11485 -0.29862
N -1.35825 -1.38575 0.04570
N 1.10193 -1.26532 -0.56837
*
```

These are the Mulliken partial charges, in e, on atoms 1 to 6:
1 C -0.39
2 C -0.48
3 C 0.22
4 C -0.38
5 C -0.29
6 C 0.17

=====

Q: Among the records above, which one has the highest calculated total energy?
A: number 4

=====

Q: Among the records above, which one has the highest calculated total energy?
A: number 4